Record 1
{
  "formula": "CH4N2O2",
  "method": "ωB97M-V/def2-TZVPD",
  "spin_multiplicity": 1,
  "total_energy_ev": -8174.6661,
  "fmax_ev_per_a": 3.57,
  "homo_energy_ev": -8.868,
  "relative_energy_kcal_mol": 46.6,
  "gap_ha": 0.3534,
  "symbols": ["H", "N", "N", "C", "O", "O", "H", "H", "H"],
  "positions_angstrom": [[0.465, -2.406, 0.215], [0.343, -1.512, -0.108], [-0.193, -0.907, 0.786], [-0.539, 0.647, 0.272], [-0.326, 0.657, -1.081], [0.174, 1.670, 0.925], [-1.586, 0.667, 0.482], [0.544, 1.080, -1.263], [0.102, 1.455, 1.948]],
  "atomic_forces_ev_per_a": [[0.627, -3.362, 1.016], [0.028, 2.313, -1.708], [-0.555, 2.955, 0.850], [1.079, -1.873, -0.435], [0.569, 1.420, 0.234], [-0.469, -1.870, 2.790], [-0.841, 0.220, 0.082], [-0.738, -0.523, 0.234], [0.300, 0.721, -3.063]],
  "nbo_charge": [0.314, -0.310, -0.172, 0.462, -0.689, -0.713, 0.128, 0.491, 0.490]
}

Record 2
{
  "formula": "C26H20BBrN11OSSeW",
  "method": "ωB97M-V/def2-TZVPD",
  "spin_multiplicity": 1,
  "total_energy_ev": -194450.3089,
  "fmax_ev_per_a": 3.91,
  "homo_energy_ev": [-9.531, -9.530],
  "charge": 1,
  "relative_energy_kcal_mol": 18.0,
  "gap_ha": [0.1941, 0.1940],
  "symbols": ["W", "C", "C", "N", "N", "C", "B", "N", "C", "C", "C", "N", "N", "C", "C", "C", "N", "H", "H", "H", "H", "H", "H", "H", "H", "H", "H", "S", "N", "C", "C", "C", "C", "C", "N", "C", "C", "N", "C", "C", "C", "C", "C", "N", "H", "H", "H", "H", "H", "H", "O", "C", "C", "C", "N", "C", "Br", "C", "H", "H", "H", "H", "Se"],
  "positions_angstrom": [[-0.538, -0.184, 1.057], [1.128, -0.277, 5.060], [0.143, 0.049, 4.134], [0.546, -0.298, 2.904], [1.773, -0.841, 3.024], [2.140, -0.849, 4.311], [2.504, -1.315, 1.756], [2.524, -0.104, 0.803], [3.574, 0.597, 0.366], [3.110, 1.688, -0.345], [1.728, 1.574, -0.299], [1.384, 0.484, 0.395], [1.620, -2.394, 1.107], [1.847, -3.705, 0.937], [0.727, -4.271, 0.358], [-0.162, -3.215, 0.196], [0.388, -2.079, 0.651], [1.103, -0.132, 6.120], [-0.833, 0.484, 4.292], [3.070, -1.273, 4.629], [3.593, -1.694, 1.989], [4.575, 0.294, 0.591], [3.687, 2.448, -0.828], [0.990, 2.225, -0.736], [2.772, -4.161, 1.229], [0.571, -5.298, 0.103], [-1.164, -3.226, -0.199], [-5.108, 5.258, -1.346], [-3.992, 5.253, -0.185], [-3.346, 4.098, -0.215], [-2.284, 3.700, 0.656], [-1.708, 4.521, 1.613], [-0.643, 4.017, 2.362], [-0.254, 2.705, 2.203], [-0.829, 1.854, 1.323], [-1.794, 2.380, 0.486], [-2.232, 1.541, -0.568], [-1.609, 0.313, -0.663], [-2.053, -0.513, -1.633], [-3.068, -0.198, -2.511], [-3.679, 1.053, -2.445], [-3.261, 1.935, -1.459], [-3.825, 3.235, -1.248], [-4.806, 3.792, -1.942], [-2.074, 5.523, 1.751], [-0.127, 4.644, 3.068], [0.552, 2.302, 2.816], [-1.563, -1.482, -1.690], [-3.391, -0.918, -3.246], [-4.473, 1.333, -3.119], [0.538, -4.118, -4.739], [0.975, -3.181, -3.896], [1.864, -3.437, -2.848], [2.227, -2.392, -2.021], [1.762, -1.156, -2.142], [0.958, -0.921, -3.162], [0.392, 0.882, -3.363], [0.521, -1.869, -4.064], [0.943, -4.978, -4.564], [2.257, -4.430, -2.680], [2.941, -2.545, -1.225], [-0.145, -1.626, -4.875], [-2.466, -1.097, 1.967]],
  "atomic_forces_ev_per_a": [[-1.631, -2.268, 2.739], [-0.055, -0.061, -0.135], [0.215, -0.034, -0.051], [0.194, 0.039, 0.418], [0.098, -0.125, 0.441], [-0.208, 0.122, -0.008], [-0.697, 0.180, -0.117], [0.483, -0.056, -0.185], [-0.365, 0.088, -0.075], [-0.194, -0.014, -0.039], [0.362, 0.049, 0.039], [0.728, 0.610, -0.254], [0.026, -0.250, -0.060], [-0.333, -0.020, -0.067], [0.054, 0.091, 0.129], [0.333, 0.202, 0.029], [-0.109, -0.694, -0.407], [-0.012, -0.005, 0.195], [0.063, -0.058, -0.079], [0.294, -0.030, -0.042], [0.379, -0.193, 0.078], [0.240, -0.143, 0.100], [0.131, 0.147, -0.126], [-0.079, -0.065, 0.031], [0.227, 0.032, 0.094], [-0.014, -0.200, -0.038], [0.005, 0.079, 0.051], [0.696, -0.716, 0.219], [0.211, 0.385, 0.469], [-0.874, 0.266, -0.796], [0.462, -1.022, -0.001], [0.688, -0.482, 0.475], [-0.715, 0.553, -0.462], [0.133, -0.914, -0.215], [-0.908, 2.519, -0.405], [0.939, 1.229, 1.620], [-0.543, -1.384, -1.581], [-1.744, 0.859, -2.119], [0.833, 0.153, 0.673], [-0.677, 0.817, -0.246], [0.438, -0.901, 0.080], [0.851, -0.426, 0.630], [-0.395, 1.153, 0.270], [-0.270, -0.412, -0.467], [-0.041, 0.200, -0.005], [0.053, 0.021, 0.156], [-0.226, -0.053, -0.222], [0.000, 0.202, 0.081], [0.069, -0.089, -0.024], [-0.087, 0.042, -0.086], [-0.187, -0.320, -0.389], [0.383, 0.507, 0.728], [-0.142, 0.002, -0.246], [0.021, -0.160, -0.203], [0.053, 0.493, -0.297], [0.198, -0.301, 0.351], [-0.017, 0.091, -0.327], [-0.114, -0.255, -0.105], [-0.016, 0.182, 0.044], [0.046, -0.062, -0.008], [0.005, -0.101, 0.088], [-0.057, 0.058, -0.116], [0.798, 0.441, -0.223]],
  "nbo_charge": [0.893, -0.335, -0.009, -0.334, -0.300, 0.016, 0.533, -0.286, 0.038, -0.324, 0.027, -0.388, -0.311, 0.002, -0.330, 0.000, -0.324, 0.246, 0.235, 0.233, -0.014, 0.236, 0.245, 0.222, 0.234, 0.241, 0.226, 0.994, -0.607, 0.166, -0.093, -0.076, -0.235, 0.092, -0.463, 0.170, 0.251, -0.475, 0.125, -0.235, -0.073, -0.097, 0.106, -0.592, 0.253, 0.247, 0.235, 0.223, 0.245, 0.252, -0.638, 0.364, -0.334, 0.084, -0.499, 0.165, 0.048, -0.349, 0.495, 0.225, 0.202, 0.248, -0.094]
}

Record 3
{
  "formula": "C33H46OP2ReSi",
  "method": "ωB97M-V/def2-TZVPD",
  "spin_multiplicity": 4,
  "total_energy_ev": -65581.2950,
  "fmax_ev_per_a": 6.93,
  "homo_energy_ev": [-12.624, -12.627],
  "charge": 2,
  "relative_energy_kcal_mol": 0.0,
  "gap_ha": [0.1700, 0.1101],
  "symbols": ["P", "P", "C", "C", "H", "H", "H", "H", "C", "H", "H", "H", "C", "H", "H", "H", "C", "H", "H", "H", "C", "H", "H", "H", "Re", "C", "C", "C", "C", "C", "C", "C", "C", "C", "H", "H", "H", "H", "H", "H", "H", "H", "H", "H", "H", "H", "H", "H", "H", "O", "Si", "C", "C", "C", "C", "C", "C", "C", "C", "C", "C", "C", "C", "C", "C", "C", "C", "C", "C", "H", "H", "H", "H", "H", "H", "H", "H", "H", "H", "H", "H", "H", "H", "H"],
  "positions_angstrom": [[0.246, -1.978, -5.533], [0.151, 1.078, -5.433], [-0.117, -1.107, -7.162], [0.402, 0.315, -7.134], [-1.200, -1.142, -7.346], [0.372, -1.662, -7.970], [1.470, 0.365, -7.387], [-0.138, 0.921, -7.870], [-1.434, 1.921, -5.918], [-1.684, 2.665, -5.151], [-2.239, 1.178, -5.996], [-1.300, 2.419, -6.889], [1.249, 2.522, -5.805], [0.965, 2.974, -6.766], [2.286, 2.169, -5.857], [1.142, 3.257, -4.999], [-0.858, -3.409, -5.926], [-0.683, -4.192, -5.178], [-0.639, -3.793, -6.932], [-1.899, -3.069, -5.878], [1.801, -2.770, -6.185], [2.592, -2.014, -6.273], [1.599, -3.207, -7.175], [2.109, -3.558, -5.487], [0.128, -0.608, 0.622], [0.827, 0.928, -0.743], [-0.614, 0.871, -0.773], [-1.398, 0.151, -1.854], [-1.710, -1.329, -1.581], [-0.755, -2.027, -0.633], [0.678, -1.998, -0.833], [1.328, -1.264, -1.996], [1.702, 0.210, -1.740], [0.278, -2.188, 2.026], [1.295, 1.792, -0.236], [-1.159, 1.694, -0.278], [-0.916, 0.260, -2.843], [-2.365, 0.671, -1.939], [-2.718, -1.398, -1.146], [-1.766, -1.874, -2.535], [-1.186, -2.899, -0.120], [1.265, -2.839, -0.432], [0.709, -1.355, -2.906], [2.268, -1.794, -2.217], [2.725, 0.242, -1.345], [1.747, 0.742, -2.708], [1.065, -1.964, 2.764], [0.488, -3.176, 1.589], [-0.659, -2.272, 2.601], [0.053, 0.621, 2.123], [-0.105, 0.791, 3.740], [-0.282, 2.578, 4.335], [-1.376, 3.025, 5.098], [-1.445, 4.347, 5.560], [-0.416, 5.246, 5.268], [0.672, 4.821, 4.498], [0.729, 3.500, 4.028], [-1.617, -0.088, 4.430], [-2.594, -0.555, 3.539], [-3.722, -1.243, 4.011], [-3.908, -1.432, 5.389], [-2.955, -0.937, 6.288], [-1.817, -0.273, 5.808], [1.433, 0.076, 4.578], [1.403, -0.955, 5.539], [2.598, -1.476, 6.065], [3.832, -0.967, 5.655], [3.871, 0.060, 4.701], [2.678, 0.561, 4.165], [-2.190, 2.339, 5.334], [-2.306, 4.678, 6.151], [-0.462, 6.283, 5.634], [1.478, 5.517, 4.259], [1.569, 3.188, 3.411], [-2.475, -0.389, 2.470], [-4.449, -1.628, 3.300], [-4.794, -1.959, 5.752], [-3.097, -1.069, 7.362], [-1.083, 0.101, 6.524], [0.454, -1.367, 5.863], [2.556, -2.288, 6.795], [4.763, -1.368, 6.066], [4.826, 0.466, 4.369], [2.727, 1.337, 3.396]],
  "atomic_forces_ev_per_a": [[0.028, -1.003, -3.749], [-0.158, 1.237, -3.512], [-0.228, 0.562, 0.380], [0.218, -0.576, 0.340], [0.201, 0.085, 0.150], [-0.196, -0.140, 0.267], [-0.199, -0.100, 0.163], [0.204, 0.116, 0.248], [-0.458, -0.316, 1.123], [-0.189, -0.163, -0.251], [0.064, 0.305, 0.057], [0.139, -0.215, 0.433], [0.452, -0.114, 1.231], [-0.085, -0.297, 0.305], [-0.165, 0.261, 0.063], [0.230, 0.034, -0.286], [-0.405, 0.024, 1.301], [-0.257, -0.031, -0.272], [0.105, 0.287, 0.312], [0.156, -0.271, 0.019], [0.532, 0.264, 1.163], [-0.066, -0.319, 0.048], [-0.119, 0.195, 0.469], [0.182, 0.183, -0.259], [-0.361, 2.677, 6.385], [-1.250, 1.340, -1.234], [1.182, 1.476, -1.587], [-0.382, 0.575, -0.579], [-0.587, -0.234, 0.365], [0.443, -1.664, -0.923], [-0.329, -1.346, -0.752], [0.351, -0.490, -0.556], [0.533, 0.066, 0.042], [0.052, -0.848, -0.306], [-0.327, -0.689, 0.013], [0.381, -0.664, 0.176], [0.076, -0.008, 0.474], [0.353, -0.126, -0.022], [0.324, -0.033, -0.090], [0.147, -0.010, 0.200], [0.288, 0.472, -0.133], [-0.366, 0.489, -0.127], [0.043, 0.074, 0.423], [-0.355, 0.152, 0.003], [-0.195, 0.023, -0.092], [-0.181, -0.018, 0.323], [0.048, 0.117, -0.269], [-0.050, 0.238, 0.310], [0.073, 0.130, -0.226], [0.184, -1.936, -2.791], [-0.316, 0.646, 3.766], [0.027, 0.129, -0.673], [0.045, 0.240, -0.012], [0.081, -0.173, -0.049], [0.045, -0.028, -0.045], [-0.004, -0.283, -0.126], [-0.215, 0.612, 0.291], [-0.136, -0.204, -0.787], [-0.335, -0.393, 0.848], [0.235, 0.187, 0.153], [0.321, 0.174, -0.295], [0.053, 0.089, -0.343], [-0.313, -0.210, 0.071], [-0.054, -0.364, -0.400], [0.623, 0.068, -0.200], [-0.284, 0.187, -0.103], [-0.119, 0.197, -0.189], [-0.236, -0.063, 0.014], [0.471, -0.228, 0.118], [0.179, 0.181, -0.048], [0.368, -0.189, -0.250], [0.025, -0.608, -0.206], [-0.256, -0.208, 0.078], [-0.034, 0.157, 0.147], [-0.066, -0.055, -0.006], [0.018, 0.075, 0.166], [0.315, 0.172, -0.105], [0.060, 0.050, -0.342], [-0.214, -0.054, -0.187], [0.151, -0.028, -0.039], [0.013, 0.294, -0.221], [-0.394, 0.155, -0.152], [-0.233, -0.125, 0.113], [0.096, -0.171, 0.244]],
  "mulliken_spin": [0.342, 0.341, 0.016, 0.023, -0.005, 0.011, -0.005, 0.008, 0.044, -0.003, 0.000, 0.013, 0.056, 0.018, -0.001, -0.002, 0.058, -0.002, 0.018, 0.000, 0.043, 0.001, 0.012, -0.003, 1.759, 0.008, 0.075, -0.023, 0.051, 0.105, -0.029, 0.015, 0.015, 0.036, -0.005, 0.007, 0.011, -0.001, 0.004, 0.005, 0.001, 0.004, 0.019, 0.006, 0.010, 0.008, -0.016, 0.021, -0.017, -0.070, -0.003, -0.003, 0.000, -0.001, 0.000, 0.000, -0.001, -0.010, 0.028, 0.010, 0.000, 0.001, 0.000, 0.003, -0.003, 0.001, -0.001, 0.000, -0.002, 0.000, 0.000, 0.000, 0.000, 0.001, -0.004, 0.000, 0.000, 0.000, 0.000, 0.000, 0.000, 0.000, 0.000, -0.002]
}

Record 4
{
  "formula": "CH4ClN3",
  "method": "ωB97M-V/def2-TZVPD",
  "spin_multiplicity": 1,
  "total_energy_ev": -18091.1733,
  "fmax_ev_per_a": 4.79,
  "homo_energy_ev": -8.231,
  "relative_energy_kcal_mol": 55.0,
  "gap_ha": 0.3140,
  "symbols": ["C", "N", "N", "N", "Cl", "H", "H", "H", "H"],
  "positions_angstrom": [[-1.214, 0.825, -0.104], [-1.564, -1.507, 0.536], [-0.534, 1.940, -0.061], [-1.127, -0.340, 0.256], [2.462, -0.660, 0.265], [-1.225, -2.108, -0.113], [0.278, 1.965, 0.439], [-0.480, 2.422, -0.930], [3.577, -0.195, -0.360]],
  "atomic_forces_ev_per_a": [[-0.582, -3.439, 0.248], [-0.934, 3.671, 2.934], [-1.157, 1.250, -0.954], [-1.446, 0.292, -0.971], [1.662, 0.746, -0.961], [1.732, -2.432, -2.565], [2.684, 0.055, 1.616], [-0.253, 0.578, -0.309], [-1.705, -0.720, 0.963]],
  "nbo_charge": [0.302, -0.493, -0.800, -0.096, -0.287, 0.314, 0.377, 0.395, 0.287]
}

Record 5
{
  "formula": "H3NO2",
  "method": "ωB97M-V/def2-TZVPD",
  "spin_multiplicity": 1,
  "total_energy_ev": -5630.6532,
  "fmax_ev_per_a": 2.84,
  "homo_energy_ev": -10.119,
  "relative_energy_kcal_mol": 4.1,
  "gap_ha": 0.3453,
  "symbols": ["N", "O", "H", "O", "H", "H"],
  "positions_angstrom": [[1.228, 0.794, 0.171], [0.258, 1.132, 0.811], [1.400, -0.227, 0.565], [-1.244, -1.496, -0.934], [-1.313, -0.555, -0.651], [-0.797, -1.863, -0.133]],
  "atomic_forces_ev_per_a": [[-1.110, -1.747, 1.940], [0.548, 0.577, -0.837], [0.597, 1.168, -1.133], [0.705, 0.773, 1.657], [-0.176, -0.787, -0.599], [-0.564, 0.017, -1.028]],
  "nbo_charge": [0.023, -0.265, 0.241, -0.927, 0.467, 0.461]
}